(1)
A cluster of 2 separate species, C14H16 in total, computed with ωB97M-V/def2-TZVPD.

energy above the lowest of the compared OMol25 structures with the same formula, charge and spin	39.9	kJ/mol
M	184.28	Da
multiplicity	2
HOMO energy (alpha / beta)	0.7 / -3.5	eV
Kohn-Sham gap (alpha / beta)	2.2 / 6.4	eV
⟨S²⟩	0.760
net charge	-1

Geometry (Å):
1 C -2.38266 -2.64580 1.78495
2 H 1.01738 -0.61075 -1.64797
3 H -3.33207 -1.32265 3.33737
4 C -2.47341 -1.60889 2.75204
5 H 0.38466 3.03880 0.46563
6 C 3.23613 3.13847 -3.22455
7 H -0.22671 0.71619 0.11673
8 H -3.49913 -4.16001 0.71550
9 H 1.90363 4.21991 -0.97425
10 H -4.14296 -3.87790 2.39245
11 H -4.45206 -2.76545 1.14585
12 H 3.15020 2.65788 -4.22228
13 H -1.20287 -3.51738 0.17490
14 H 2.50948 0.60828 -3.21216
15 C -0.19464 -1.85454 1.03511
16 C 0.56642 1.14152 -0.47500
17 C -3.63077 -3.41332 1.53270
18 C 1.76619 3.15003 -1.16292
19 H 0.62820 -2.03274 0.38610
20 H 0.71858 -0.38302 2.35660
21 H -1.45310 0.04802 3.59288
22 C 0.88601 2.49797 -0.31808
23 C 2.33285 2.49847 -2.24151
24 H 3.14846 4.23296 -3.32054
25 C -1.30947 -0.76171 2.89199
26 C -0.19944 -0.90431 2.09030
27 H 4.31279 3.06299 -2.98226
28 C 2.01974 1.16175 -2.40861
29 C 1.21888 0.44303 -1.52696
30 C -1.30029 -2.75779 0.94598

Cartesian forces (eV/Å) of the 2 atoms listed first:
C -0.8 -0.4 -0.4
H 0.0 -0.1 -0.1

These are the Löwdin partial charges, in e, on atoms 1 to 5: atom 1 (C): -0.3894, atom 2 (H): 0.0879, atom 3 (H): 0.0467, atom 4 (C): -0.1413, atom 5 (H): 0.0935

(2)
A cluster of 2 separate species, C14H16 in total, computed with ωB97M-V/def2-TZVPD.

energy above the lowest of the compared OMol25 structures with the same formula, charge and spin	151.3	kJ/mol
M	184.28	Da
SMILES	Cc1ccccc1.Cc1ccccc1
HOMO energy	-8.9	eV
Kohn-Sham gap	9.8	eV

Geometry (Å):
1 C -0.35999 3.27235 -1.05722
2 C -0.69898 2.13371 -1.76829
3 C -1.27057 3.66098 -0.08040
4 H 3.01764 -0.13868 1.26949
5 H 3.54738 -2.48642 0.66321
6 C -2.82119 1.87419 -0.64822
7 C 1.58405 -3.20573 0.97439
8 C -2.43723 2.97753 0.14628
9 H 0.01719 0.36787 -2.75346
10 H 0.55186 3.86844 -0.97536
11 H -2.06229 0.52544 -2.14152
12 C 0.12524 1.46763 -2.85111
13 C 0.78571 -0.58232 1.63429
14 C 0.31226 -2.92310 1.53856
15 C 2.09965 -0.86256 1.22247
16 C 2.53269 -2.19175 0.97141
17 H 1.20683 1.72107 -2.83327
18 H 0.60794 0.47320 1.63230
19 C -1.90020 1.41105 -1.55880
20 H -3.75216 1.39135 -0.47012
21 H -1.09677 4.55363 0.56052
22 H -3.08735 3.18428 0.95508
23 H -1.09976 -1.34652 2.03247
24 H -0.37628 -3.75613 1.41634
25 H 2.18958 -5.17785 1.18543
26 C -0.09797 -1.64473 1.72671
27 H 0.78211 -5.02552 0.04192
28 C 1.75291 -4.58358 0.38004
29 H 2.26481 -4.69452 -0.58369
30 H -0.30441 1.78557 -3.85950

Cartesian forces (eV/Å) of the 2 atoms listed first:
C -0.6 0.1 1.1
C 0.5 -1.4 -0.9

These are the Löwdin partial charges, in e, on atoms 1 to 5: atom 1 (C): -0.0509, atom 2 (C): -0.2806, atom 3 (C): -0.1157, atom 4 (H): 0.1302, atom 5 (H): 0.1112

(3)
A cluster of 2 separate species, C14H16 in total, computed with ωB97M-V/def2-TZVPD.

energy above the lowest of the compared OMol25 structures with the same formula, charge and spin	57.8	kJ/mol
M	184.28	Da
SMILES	Cc1ccccc1.Cc1ccccc1
HOMO energy	-9.0	eV
Kohn-Sham gap	9.9	eV

Geometry (Å):
1 H -0.36416 -0.42344 2.58509
2 C -1.47561 1.28988 2.25802
3 C -2.75685 3.45334 1.95919
4 H -2.63351 4.41463 1.46969
5 H -3.13923 3.62197 2.95884
6 H 1.62350 -0.93050 -4.54269
7 C -0.30712 -2.25478 -0.60229
8 H 1.87316 0.73503 2.21015
9 C 1.51047 -2.80347 -2.62983
10 C 0.93118 1.25482 2.08751
11 H 0.08477 -0.20835 -4.04526
12 H 1.77682 2.96350 1.08578
13 H 1.59092 0.33428 -3.33511
14 C -0.10236 -1.33871 -1.63857
15 H -2.39869 0.78013 2.49607
16 C 0.82796 -1.59298 -2.63889
17 C 1.05802 -0.55082 -3.68927
18 H 2.02006 -3.09205 -3.54640
19 H -0.28278 4.24111 1.11749
20 C 0.45770 -3.40952 -0.58927
21 H -1.17434 -2.23632 0.04617
22 C -1.48455 2.64431 1.98977
23 C -0.25228 0.61438 2.35403
24 H 1.94782 -4.62551 -1.65033
25 C 0.89172 2.54813 1.54716
26 H 0.21483 -4.14055 0.17780
27 C -0.28835 3.26226 1.58269
28 H -3.54038 2.95699 1.37892
29 C 1.38886 -3.70282 -1.57636
30 H -0.52199 -0.33889 -1.56312

Cartesian forces (eV/Å) of the 2 atoms listed first:
H 0.6 -0.5 0.3
C 0.6 0.4 0.5

These are the Löwdin partial charges, in e, on atoms 1 to 5: atom 1 (H): 0.0928, atom 2 (C): -0.0565, atom 3 (C): -0.0575, atom 4 (H): 0.0689, atom 5 (H): 0.0760

(4)
A structure of composition C14H16F16INO3Si2, computed with ωB97M-V/def2-TZVPD.

M	733.33	Da
HOMO energy	-9.6	eV
Kohn-Sham gap	9.5	eV

Geometry (Å):
1 F 8.55996 -2.22000 5.67921
2 F 5.20275 -1.41543 2.52894
3 F -7.17092 2.47484 -0.96146
4 F -8.89943 5.50979 -1.02490
5 F 4.91118 -3.70836 1.02506
6 C 8.56922 -1.62361 3.38830
7 H -4.28874 -0.85975 -3.52050
8 C -6.62439 5.31470 -1.72705
9 F -6.67948 6.38699 -2.56158
10 Si 1.66515 -0.60288 -3.15153
11 H -2.25227 -3.08107 -1.56938
12 O 6.56508 -1.74099 4.82344
13 F -3.69378 2.21000 -0.28730
14 F 9.74078 -2.25088 3.09779
15 H -5.71404 1.33513 -1.70042
16 F -6.11653 0.98549 0.21273
17 H 1.57964 -0.70802 -4.61901
18 F -6.90537 4.23376 -2.49278
19 H -7.43234 6.45165 -0.05080
20 C -7.61621 5.50712 -0.57351
21 H -3.30689 -2.88973 -3.13340
22 O -5.26898 5.23638 -1.28569
23 H 8.78980 -0.58208 3.64466
24 C -4.62494 3.97822 -1.50613
25 C -2.56343 -2.31761 -2.40123
26 C -4.87047 2.89644 -0.44364
27 H -1.31615 -0.47218 -4.20226
28 F 7.67084 -3.65586 4.32276
29 H -3.55389 4.21489 -1.46500
30 C 3.36960 -1.36459 -2.53875
31 O 0.31011 -1.43053 -2.33457
32 F -7.52928 4.50383 0.33669
33 C 4.41068 -2.00420 -1.80093
34 F -5.10688 3.49368 0.75475
35 H 5.56235 -3.58204 4.99095
36 C 4.91635 -2.60302 3.12587
37 H 4.63170 -2.13243 5.17828
38 H 5.05959 -2.60113 -0.99627
39 F 6.75363 -3.80452 2.16734
40 F 7.83693 -1.62489 2.24533
41 C -5.96266 1.89068 -0.79152
42 C 5.43183 -2.57716 4.57260
43 H 5.07958 -4.73279 2.71815
44 H -0.70796 -2.73090 -4.43665
45 C 5.40666 -3.78069 2.29030
46 I 1.75752 1.80393 -2.39700
47 Si -1.03240 -1.68530 -3.43882
48 H -3.37167 -0.74367 -0.60265
49 C -3.44033 -1.08082 -1.72426
50 F 3.54784 -2.66436 3.18620
51 H -4.78245 3.60948 -2.52646
52 C 7.83380 -2.32834 4.53455
53 N -4.33067 -0.43718 -2.55848

Cartesian forces (eV/Å) of the 2 atoms listed first:
F 0.0 0.2 -0.8
F 0.0 -0.5 0.0

These are the Löwdin partial charges, in e, on atoms 1 to 5: atom 1 (F): 0.1390, atom 2 (F): 0.1244, atom 3 (F): 0.0781, atom 4 (F): 0.0923, atom 5 (F): 0.0693

(5)
A structure of composition C14H16N2NaO2Se, computed with ωB97M-V/def2-TZVPD.

energy above the lowest of the compared OMol25 structures with the same formula, charge and spin	0.0	kJ/mol
M	346.24	Da
HOMO energy	-3.7	eV
Kohn-Sham gap	6.0	eV
net charge	-1

Geometry (Å):
1 H 0.08006 -3.09204 5.27561
2 H 1.32762 -4.26111 2.30080
3 C -0.40375 -0.62566 6.32806
4 C -0.25342 -1.01701 4.88202
5 C 0.73365 3.22222 -3.84341
6 C 0.45577 3.11594 -5.15160
7 H -0.58363 1.63619 1.96155
8 O -0.57029 -0.21686 -5.45396
9 C -0.00787 -2.32872 4.50722
10 H -0.38512 -4.54973 2.19822
11 C -0.34996 0.67731 1.49731
12 Na 0.26726 -0.15659 -1.45137
13 H 1.08770 4.14366 -3.40900
14 C 0.39184 -4.14935 2.85244
15 C -0.35867 -0.07309 3.86833
16 H 0.58219 0.80149 0.93980
17 H 0.34761 0.10939 6.62766
18 H 0.56993 3.94318 -5.84199
19 H 0.43872 -4.74645 3.76534
20 C -0.29143 1.82992 -7.10553
21 H -1.38361 -0.18295 6.52456
22 N 0.01022 1.95035 -5.69462
23 N 0.10329 0.89527 -3.57220
24 H -1.33304 1.54492 -7.25147
25 H 0.32742 1.05975 -7.56523
26 C 0.13046 -2.70569 3.17395
27 O 0.78305 2.07802 -1.77908
28 H -0.10273 2.78840 -7.58773
29 H -1.13649 0.43792 0.77706
30 C 0.02388 -1.74349 2.15357
31 H -0.29604 -1.49375 6.98006
32 C 0.54368 2.04543 -3.00608
33 H -0.55216 0.96443 4.12818
34 C -0.17208 0.79773 -4.89016
35 C -0.22486 -0.40832 2.52662
36 Se 0.20079 -2.29066 0.33506

Cartesian forces (eV/Å) of the 2 atoms listed first:
H 0.0 0.0 0.0
H 0.0 0.0 0.0

These are the Löwdin partial charges, in e, on atoms 1 to 5: atom 1 (H): 0.1016, atom 2 (H): 0.0575, atom 3 (C): -0.0740, atom 4 (C): -0.2984, atom 5 (C): -0.0105

(6)
An isolated molecule of C14H16N2O, computed with ωB97M-V/def2-TZVPD.

energy above the lowest of the compared OMol25 structures with the same formula, charge and spin	233.6	kJ/mol
M	228.29	Da
SMILES	Cc1cc(/C=C/c2cc(C)c(O)c(C)c2)[nH]n1
HOMO energy	-7.8	eV
Kohn-Sham gap	8.0	eV

Geometry (Å):
1 H 2.66390 -3.55547 -2.35538
2 C -5.87850 2.57006 1.34146
3 C 0.98440 -0.80142 -1.36891
4 C -1.51134 0.27188 0.04926
5 C 4.53948 -0.55018 1.11194
6 C -2.57559 1.09239 0.56728
7 O 4.29565 -2.38483 -1.31224
8 H 0.11841 -0.69238 -2.09405
9 H -6.07915 3.43448 1.93961
10 C -3.90025 1.24915 0.24708
11 H 1.08394 -3.04434 -3.01641
12 C 2.08486 -1.60590 -1.66019
13 C 2.08396 -0.20180 0.71150
14 H 5.06450 0.31455 0.60251
15 H 5.18112 -1.50918 1.15260
16 H -6.27294 2.71882 0.37733
17 H -4.50392 0.78270 -0.56878
18 C 0.94908 -0.07793 -0.16050
19 H 2.20001 0.46852 1.54299
20 H -1.69090 -0.62584 -0.51529
21 H 2.74390 -2.46242 -3.62706
22 C 2.12394 -2.69559 -2.76314
23 C -0.20653 0.57436 0.38273
24 H 4.16721 -0.23531 2.06797
25 C 3.27098 -1.59166 -0.86563
26 N -3.51638 2.66437 2.05370
27 C -4.45482 2.21019 1.24033
28 C 3.29679 -0.80955 0.25147
29 N -2.31723 1.99148 1.68540
30 H 4.02522 -3.05776 -1.99739
31 H -1.48566 2.25499 2.01115
32 H -6.51685 1.85944 1.86014
33 H 0.03275 1.44418 1.10850

Cartesian forces (eV/Å) of the 2 atoms listed first:
H -0.8 -0.4 0.1
C -0.3 0.0 1.1

These are the Löwdin partial charges, in e, on atoms 1 to 5: atom 1 (H): 0.0632, atom 2 (C): -0.0565, atom 3 (C): -0.0024, atom 4 (C): -0.0255, atom 5 (C): -0.0349

(7)
An isolated molecule of C14H16N2O2S3, computed with ωB97M-V/def2-TZVPD.

energy above the lowest of the compared OMol25 structures with the same formula, charge and spin	998.7	kJ/mol
M	340.49	Da
SMILES	CSc1ccc(S(=O)(=O)NCCSc2ccccn2)cc1
HOMO energy	-8.5	eV
Kohn-Sham gap	8.2	eV

Geometry (Å):
1 O -0.61509 2.47276 0.81632
2 C 5.84890 -0.35307 0.91743
3 H -6.04612 -1.89582 2.09909
4 H 0.43489 0.17752 -1.41985
5 H 1.77327 -0.68848 0.31599
6 S 3.82689 1.52498 1.07627
7 N 4.09878 -0.40167 -0.95858
8 C -4.39688 -0.13277 -1.25608
9 C 6.61868 -1.21597 0.18307
10 H 1.81704 2.58204 0.25961
11 C 5.98882 -2.21911 -0.85547
12 H 6.42790 -2.89236 -1.46723
13 H -2.33099 0.81536 1.62580
14 C -4.89301 -0.38189 -0.11144
15 S -6.37318 -1.28274 -0.30146
16 C -2.45328 1.00420 -0.47790
17 H -7.64898 -1.70466 1.63928
18 H 4.24961 -2.01824 -2.07876
19 C 4.61780 0.10058 0.47041
20 O -0.72612 2.42498 -1.90412
21 H 6.38370 0.19058 1.70534
22 H 7.56075 -1.58189 0.52587
23 C 4.82313 -1.56546 -1.28491
24 S -0.78782 1.85686 -0.47358
25 N 0.23661 0.25365 -0.49354
26 C 2.32790 1.53893 0.08680
27 C -4.19414 0.25989 1.00302
28 H -2.62409 1.08327 -2.45322
29 H -6.70890 -0.15073 2.02745
30 H -4.84008 -0.27710 -2.47424
31 H 0.90916 0.57175 1.35445
32 H -4.63159 -0.05434 1.86370
33 C 1.43732 0.53655 0.28944
34 C -6.77012 -1.23208 1.69748
35 C -3.11022 0.65145 -1.65370
36 C -2.87414 0.65234 0.85786
37 H 2.64357 1.35067 -1.15063

Cartesian forces (eV/Å) of the 2 atoms listed first:
O 0.5 0.5 -0.8
C 0.7 1.2 -0.1

These are the Löwdin partial charges, in e, on atoms 1 to 5: atom 1 (O): -0.3178, atom 2 (C): -0.1706, atom 3 (H): 0.0199, atom 4 (H): 0.0297, atom 5 (H): 0.1906

(8)
An isolated molecule of C14H16N2O3, computed with ωB97M-V/def2-TZVPD.

energy above the lowest of the compared OMol25 structures with the same formula, charge and spin	106.0	kJ/mol
M	260.29	Da
SMILES	CCOc1ccc(NC(=O)NCc2ccco2)cc1
HOMO energy	-7.7	eV
Kohn-Sham gap	8.4	eV

Geometry (Å):
1 H 0.58348 -2.58610 1.51516
2 H 2.66598 2.67863 -4.96439
3 O 0.12962 0.48064 2.01583
4 C 1.62791 1.12902 -3.02642
5 C 0.46455 -0.52920 1.43836
6 C 0.55935 1.74893 -0.53761
7 H 1.17259 -1.49371 -0.21762
8 O -1.75150 -3.63753 3.50396
9 C 0.96587 0.44370 -0.80504
10 C -3.65704 -2.55334 3.12823
11 C 0.68839 2.72178 -1.50391
12 C -0.02480 -1.89929 3.40064
13 C -2.59559 -1.61573 3.11059
14 H 1.82020 -0.85645 -2.27970
15 H 0.15007 1.98925 0.42853
16 H 0.39266 1.67312 -5.46829
17 O 1.31313 3.48828 -3.61919
18 C -3.08384 -3.76146 3.37301
19 H -2.65853 -0.56015 2.94506
20 H 2.05220 0.85324 -3.97901
21 N 0.54872 -1.74752 2.07443
22 H 0.05186 -0.92030 3.87875
23 H 1.04123 2.57008 -6.84979
24 H -0.21366 3.28843 -5.82914
25 H -3.49636 -4.74544 3.47604
26 H 0.37871 3.73523 -1.30458
27 H 1.99185 4.28376 -5.30970
28 C 0.67254 2.65896 -5.83142
29 H 0.56144 -2.63672 3.95415
30 C 1.74896 3.28125 -4.94555
31 C 1.22175 2.43139 -2.76084
32 C 1.49864 0.15184 -2.05497
33 H -4.69806 -2.35149 2.98132
34 N 0.84913 -0.59921 0.12194
35 C -1.45621 -2.32561 3.35041

Cartesian forces (eV/Å) of the 2 atoms listed first:
H 0.0 0.1 0.0
H 0.0 0.1 0.0

These are the Löwdin partial charges, in e, on atoms 1 to 5: atom 1 (H): 0.1368, atom 2 (H): 0.1145, atom 3 (O): 0.0671, atom 4 (C): -0.0283, atom 5 (C): -0.5348

Look up the M of the fifth one.
346.24 Da